# 1
C4H9F5N3P3 | wB97M-V/def2-TZVPD

Last column: Mulliken charge in e.
CARTESIAN COORDINATES (ANGSTROEM)
1 C -0.910 1.457 0.365  -1.39
2 C 0.366 -0.151 -1.180  -0.58
3 C -1.924 -0.791 -0.250  -1.39
4 C -0.888 0.308 -0.344  0.99
5 N 1.028 -2.685 1.574  -0.25
6 N 0.760 -0.216 2.682  -0.18
7 N 3.279 -1.093 1.767  -0.29
8 F 1.312 -1.984 4.111  -0.30
9 F 2.747 -2.598 -0.363  -0.28
10 F 3.691 -3.558 1.499  -0.26
11 F 2.581 1.358 1.927  -0.24
12 F 2.964 0.168 3.991  -0.25
13 P 0.271 -1.896 2.847  0.10
14 P 2.558 -2.445 1.224  0.75
15 P 2.380 -0.055 2.539  0.82
16 H -0.284 2.311 0.098  0.28
17 H -1.619 1.682 1.108  0.44
18 H 0.202 0.410 2.194  0.36
19 H 0.789 -0.901 -0.474  -0.19
20 H 0.842 0.797 -1.520  0.38
21 H 0.048 -0.771 -2.084  0.33
22 H -2.510 -0.637 -1.210  0.34
23 H -1.401 -1.738 -0.241  0.38
24 H -2.613 -0.562 0.478  0.42

Forces on atoms 1 to 6 (eV/Å):
C 0.8 -0.4 -1.8
C -2.6 0.4 -0.3
C 1.1 1.5 -2.9
C 1.1 -0.4 0.2
N 1.5 0.2 0.7
N 2.4 -1.4 0.7

ΔE to the lowest compared entry with this formula, charge and spin = 0.0 kJ/mol
HOMO = -0.359 Ha
frontier orbital gap = 10.46 eV
total charge = 0



# 2
C2H3N5O | wB97M-V/def2-TZVPD

Last column: Mulliken charge in e.
CARTESIAN COORDINATES (ANGSTROEM)
1 H -2.265 -1.897 0.221  0.28
2 N -2.313 -0.861 0.260  -0.64
3 C -1.202 -0.375 -0.041  0.58
4 N 0.005 -1.056 -0.200  -0.54
5 C 1.066 -0.276 -0.001  0.51
6 N 2.219 -0.866 0.002  -0.35
7 N 1.080 1.137 0.238  -0.30
8 N -0.030 1.715 0.000  0.04
9 O -1.108 0.961 -0.257  -0.15
10 H 3.113 -0.431 0.324  0.26
11 H 2.108 -1.932 -0.336  0.31

Forces on atoms 1 to 6 (eV/Å):
H 0.1 0.9 0.3
N -0.6 -0.5 -0.4
C 1.7 -2.0 0.1
N 0.7 1.9 0.3
C -3.0 -0.4 0.2
N 2.9 -3.5 -0.8

ΔE to the lowest compared entry with this formula, charge and spin = 312.9 kJ/mol
HOMO = -0.349 Ha
frontier orbital gap = 8.86 eV
total charge = 0



# 3
C9H18AsF7O9Tl | wB97M-V/def2-TZVPD

Last column: Löwdin spin population.
CARTESIAN COORDINATES (ANGSTROEM)
1 Tl 1.346 2.434 0.622  -0.02
2 As 0.380 1.995 -3.936  0.00
3 F 0.847 3.620 -4.575  0.01
4 F 2.007 1.458 -4.136  0.04
5 F -0.081 0.392 -3.057  0.00
6 F -1.286 2.555 -3.656  0.00
7 F -0.133 1.388 -5.550  0.00
8 F 0.828 2.531 -2.217  0.00
9 F 3.490 3.763 2.175  0.00
10 C -2.813 3.420 4.141  0.00
11 O -3.009 2.115 3.619  -0.05
12 C -2.164 1.562 2.735  -0.02
13 O -1.142 2.045 2.209  -0.32
14 O -2.568 0.336 2.402  -0.01
15 C -3.597 -0.423 3.147  0.00
16 H -3.661 3.606 4.801  0.00
17 H -2.816 4.053 3.254  0.00
18 H -1.908 3.575 4.728  0.00
19 H -4.615 -0.190 2.835  0.00
20 H -3.475 -0.458 4.229  0.00
21 H -3.530 -1.463 2.827  0.00
22 C 2.593 -2.433 -0.913  0.01
23 O 3.360 -1.591 -1.700  0.01
24 C 3.241 -0.284 -1.669  0.00
25 O 2.619 0.419 -0.896  0.11
26 O 3.911 0.242 -2.783  0.63
27 C 4.764 -0.541 -3.683  0.09
28 H 2.931 -2.544 0.117  0.00
29 H 2.602 -3.391 -1.433  0.00
30 H 1.601 -1.982 -0.908  0.00
31 H 4.738 -0.049 -4.656  0.02
32 H 4.441 -1.540 -3.977  0.01
33 H 5.785 -0.493 -3.305  0.06
34 C -2.868 -1.765 -0.555  0.04
35 O -1.740 -0.901 -0.344  0.17
36 C -0.742 -1.099 0.592  0.00
37 O 0.092 -0.237 0.827  0.18
38 O -0.900 -2.338 1.214  0.02
39 C 0.074 -2.795 2.183  0.00
40 H -2.425 -2.708 -0.875  0.02
41 H -3.512 -1.523 -1.401  0.00
42 H -3.429 -1.885 0.372  0.01
43 H 0.088 -2.068 2.994  0.00
44 H 1.017 -3.056 1.704  0.00
45 H -0.343 -3.752 2.498  0.00

Forces on atoms 1 to 6 (eV/Å):
Tl 0.4 0.2 -0.1
As -3.4 0.8 -1.0
F -0.5 -2.4 1.1
F 0.4 -0.5 0.2
F 1.0 1.8 -1.2
F 1.8 -0.5 0.1

HOMO (spin up / spin down) = -0.620 / -0.607 Ha
⟨S²⟩ = 1.38
frontier orbital gap (spin up / spin down) = 3.52 / 2.78 eV
spin multiplicity = 2
total charge = +2



# 4
C31H15B4N3O32V | wB97M-V/def2-TZVPD

Last column: Löwdin spin population.
CARTESIAN COORDINATES (ANGSTROEM)
1 V 0.791 -0.416 0.306  2.79
2 O -4.743 5.677 2.858  0.00
3 C -4.507 4.672 2.262  0.00
4 O -3.551 3.801 2.565  0.00
5 B -3.601 2.652 1.666  0.00
6 O -4.530 3.038 0.614  0.00
7 C -5.060 4.224 0.881  0.00
8 O -5.778 4.877 0.198  0.00
9 O -3.947 1.374 2.362  0.00
10 C -2.940 0.543 2.320  0.00
11 O -2.968 -0.581 2.758  0.00
12 C -1.815 1.193 1.513  0.01
13 O -2.230 2.367 1.174  0.00
14 O -0.700 0.763 1.335  0.02
15 O -4.880 4.281 -4.130  0.00
16 C -4.054 3.413 -4.114  0.00
17 O -2.864 3.480 -3.536  0.00
18 B -2.242 2.151 -3.640  0.00
19 O -3.200 1.314 -4.411  0.00
20 C -4.281 2.014 -4.712  0.00
21 O -5.240 1.605 -5.296  0.00
22 O -0.962 2.195 -4.389  0.00
23 C 0.013 1.719 -3.664  0.00
24 O 1.174 1.568 -3.910  0.00
25 C -0.640 1.258 -2.333  0.01
26 O -1.909 1.573 -2.319  0.00
27 O -0.050 0.649 -1.475  0.01
28 O 2.846 -3.522 -7.997  0.00
29 C 2.534 -2.745 -7.144  0.00
30 O 2.777 -2.830 -5.854  0.00
31 B 2.181 -1.646 -5.180  0.00
32 O 1.473 -0.905 -6.228  0.00
33 C 1.731 -1.452 -7.402  0.00
34 O 1.408 -1.050 -8.479  0.00
35 O 3.303 -0.791 -4.638  0.00
36 C 3.229 -0.719 -3.348  0.00
37 O 3.966 -0.188 -2.559  0.00
38 C 1.937 -1.439 -2.910  0.00
39 O 1.415 -1.964 -3.981  0.00
40 O 1.484 -1.518 -1.798  0.02
41 O -0.023 -2.928 4.247  0.00
42 C -0.026 -1.787 4.631  0.00
43 O -0.566 -1.280 5.698  0.00
44 B -0.301 0.219 5.735  0.00
45 O 0.610 0.392 4.575  0.00
46 C 0.608 -0.659 3.806  0.01
47 O 0.946 -0.697 2.654  0.02
48 O 0.352 0.529 7.026  0.00
49 C -0.403 1.332 7.726  0.00
50 O -0.262 1.730 8.848  0.00
51 C -1.633 1.690 6.827  0.00
52 O -1.529 0.988 5.707  0.00
53 O -2.538 2.417 7.106  0.00
54 N -0.830 -1.968 0.114  0.00
55 C -1.346 -2.591 1.188  0.01
56 C -2.383 -3.505 1.122  0.00
57 C -3.001 -3.717 -0.089  0.01
58 C -2.506 -3.078 -1.205  0.00
59 C -1.420 -2.230 -1.068  0.01
60 H -0.865 -2.362 2.128  0.00
61 H -2.752 -3.910 2.054  0.00
62 H -3.914 -4.301 -0.094  0.00
63 H -2.917 -3.161 -2.202  0.00
64 H -1.002 -1.761 -1.947  0.00
65 N 2.107 1.342 0.423  0.01
66 C 2.686 1.883 -0.665  0.01
67 C 3.550 2.946 -0.683  0.00
68 C 3.927 3.520 0.529  0.01
69 C 3.458 2.917 1.688  0.00
70 C 2.497 1.923 1.578  0.01
71 H 2.436 1.455 -1.627  0.00
72 H 3.934 3.284 -1.634  0.00
73 H 4.621 4.349 0.491  0.00
74 H 3.585 3.426 2.634  0.00
75 H 2.055 1.483 2.463  0.00
76 N 2.427 -2.212 0.853  0.02
77 C 1.933 -3.450 1.045  0.00
78 C 2.698 -4.556 1.348  0.00
79 C 4.086 -4.404 1.378  0.00
80 C 4.631 -3.151 1.163  0.00
81 C 3.757 -2.118 0.862  0.00
82 H 0.871 -3.590 1.175  0.00
83 H 2.309 -5.562 1.415  0.00
84 H 4.708 -5.251 1.642  0.00
85 H 5.711 -3.118 1.165  0.00
86 H 4.149 -1.108 0.801  0.00

Forces on atoms 1 to 6 (eV/Å):
V -0.9 0.3 -0.2
O -0.4 0.1 0.1
C 0.9 0.1 -0.5
O -0.1 -0.4 0.6
B 0.0 0.1 0.4
O 0.0 -0.5 -0.3

HOMO (spin up / spin down) = -0.175 / -0.217 Ha
⟨S²⟩ = 3.75
frontier orbital gap (spin up / spin down) = 8.00 / 9.14 eV
spin multiplicity = 4
total charge = -2



no.,E_tot (Eh)
1,-1845.71594
2,-426.93846
3,-4137.21604
4,-4806.93495